Entry 1:
A 2-piece molecular cluster, C32H37N4S overall in a non-equilibrium geometry. Source: the Open Molecules 2025 dataset; level of theory: ωB97M-V/def2-TZVPD.

Values from the calculation:
- Gap between HOMO and LUMO: 5.70 eV
- Charge: +1
- Highest occupied orbital energy: -9.61 eV
- Relative energy (zero: lowest compared OMol25 entry of this formula, charge and spin): 0.000 eV
- 2S+1: 1

Geometry (Å):
C: -5.762 -3.327 2.500
N: -5.249 -1.982 2.471
C: -6.134 -0.842 2.315
C: -5.171 0.364 2.204
C: -3.811 -0.249 2.147
C: -3.941 -1.640 2.371
C: -2.809 -2.468 2.451
C: -1.567 -1.903 2.229
C: -1.421 -0.554 1.735
C: -0.223 -0.031 1.162
C: 1.071 -0.603 1.383
C: 2.161 0.253 1.725
C: 3.387 -0.277 2.055
C: 3.579 -1.680 2.043
N: 4.861 -1.986 2.367
C: 5.433 -3.307 2.336
C: 5.685 -0.803 2.534
C: 4.673 0.366 2.449
C: 2.544 -2.557 1.681
C: 1.329 -2.014 1.307
C: -2.574 0.288 1.885
H: -4.944 -4.023 2.703
H: -6.522 -3.422 3.287
H: -6.232 -3.602 1.542
H: -6.757 -0.945 1.413
H: -6.810 -0.755 3.178
H: -5.402 0.969 1.320
H: -5.289 1.006 3.086
H: -2.931 -3.521 2.700
H: -0.692 -2.512 2.436
H: -0.253 0.992 0.807
H: 2.000 1.332 1.750
H: 4.648 -4.049 2.514
H: 5.912 -3.529 1.368
H: 6.196 -3.390 3.121
H: 6.222 -0.830 3.492
H: 6.438 -0.733 1.733
H: 5.007 1.118 1.727
H: 4.594 0.858 3.427
H: 2.726 -3.631 1.689
H: 0.547 -2.682 0.950
H: -2.471 1.369 1.813
C: -1.901 3.415 0.252
C: -0.706 3.791 -0.600
C: -0.876 5.234 -1.079
C: -0.565 2.778 -1.744
C: 0.327 3.303 -2.839
C: 0.504 2.319 -3.960
N: 0.672 0.974 -3.410
C: 1.143 -0.075 -4.203
C: 1.217 -1.273 -3.492
C: 1.719 -2.416 -4.115
C: 2.181 -2.325 -5.436
C: 2.107 -1.112 -6.137
C: 1.558 0.025 -5.530
S: 0.647 -1.069 -1.861
C: 0.334 0.650 -2.118
N: -0.132 1.452 -1.211
H: -2.839 3.623 -0.282
H: -1.885 2.353 0.488
H: -1.898 3.989 1.186
H: 0.221 3.734 -0.003
H: -1.771 5.333 -1.709
H: -1.007 5.898 -0.218
H: -0.008 5.597 -1.638
H: -1.579 2.666 -2.186
H: -0.112 4.211 -3.261
H: 1.301 3.577 -2.412
H: -0.366 2.332 -4.636
H: 1.385 2.578 -4.553
H: 1.744 -3.345 -3.553
H: 2.602 -3.206 -5.922
H: 2.480 -1.050 -7.160
H: 1.458 0.971 -6.066

---

Entry 2:
An isolated ion of composition C10H13N2 and charge +1 in a non-equilibrium geometry. Source: the Open Molecules 2025 dataset; level of theory: ωB97M-V/def2-TZVPD.

Values from the calculation:
- SMILES: CC1=N[C@@](C)([NH3+])c2ccccc21
- Gap between HOMO and LUMO: 9.53 eV
- Charge: +1
- Highest occupied orbital energy: -13.00 eV
- Relative energy (zero: lowest compared OMol25 entry of this formula, charge and spin): 2.097 eV
- 2S+1: 1

Geometry (Å):
C: 1.144 2.725 0.463
C: 0.622 1.372 0.545
N: 0.932 0.637 1.539
C: 0.352 -0.861 1.097
C: 1.404 -1.871 1.071
N: -0.671 -1.103 2.155
C: -0.382 -0.554 -0.261
C: -1.149 -1.294 -1.145
C: -1.556 -0.628 -2.306
C: -1.195 0.657 -2.684
C: -0.495 1.394 -1.733
C: -0.042 0.747 -0.573
H: 1.639 2.822 -0.556
H: 1.611 2.972 1.392
H: 0.305 3.354 0.289
H: 2.221 -1.714 0.345
H: 1.147 -2.916 0.760
H: 1.878 -2.178 2.049
H: -0.545 -1.986 2.491
H: -1.604 -0.953 1.713
H: -0.472 -0.359 2.963
H: -1.321 -2.399 -1.155
H: -2.271 -1.279 -2.912
H: -1.384 1.009 -3.727
H: -0.170 2.406 -1.816

---

Entry 3:
C41H39FN4O3P2Pt as an isolated structure in a non-equilibrium geometry. Source: the Open Molecules 2025 dataset; level of theory: ωB97M-V/def2-TZVPD.

Values from the calculation:
- Gap between HOMO and LUMO (spin up / spin down): 6.74 / 3.77 eV
- Charge: +4
- Highest occupied orbital energy (spin up / spin down): -16.75 / -17.14 eV
- <S²>: 6.052
- 2S+1: 5

Geometry (Å):
Pt: 1.357 1.796 0.508
F: 5.725 2.893 5.902
C: 5.144 1.739 5.605
C: 4.295 1.703 4.547
C: 3.631 0.523 4.193
C: 2.728 0.508 3.023
O: 2.556 1.579 2.389
C: 2.167 -0.750 2.714
C: 2.425 -1.835 3.530
N: 3.216 -1.829 4.606
C: 3.361 -3.031 5.425
C: 4.653 -3.806 5.381
C: 3.412 -4.366 4.757
C: 3.856 -0.649 4.965
C: 4.715 -0.622 6.044
C: 5.415 0.565 6.422
N: 6.256 0.564 7.479
C: 7.143 1.693 7.877
C: 7.533 1.623 9.341
N: 8.323 0.373 9.650
C: 7.909 -0.771 8.753
C: 6.455 -0.625 8.338
C: 1.336 -1.093 1.501
O: 1.168 -2.248 1.210
O: 0.788 -0.119 0.798
H: 4.123 2.601 3.967
H: 1.958 -2.778 3.278
H: 2.829 -2.953 6.364
H: 5.010 -4.241 6.305
H: 5.419 -3.466 4.697
H: 2.890 -5.174 5.248
H: 3.397 -4.412 3.677
H: 4.866 -1.547 6.572
H: 6.643 2.641 7.737
H: 8.016 1.683 7.218
H: 6.660 1.621 9.991
H: 8.145 2.485 9.599
H: 8.189 0.125 10.634
H: 9.327 0.545 9.546
H: 8.061 -1.702 9.294
H: 8.575 -0.761 7.892
H: 5.790 -0.531 9.201
H: 6.179 -1.537 7.823
N: -0.542 2.862 -1.741
P: -1.290 2.788 -0.275
C: -0.264 3.709 0.883
C: -0.300 3.345 2.241
C: 0.293 4.174 3.187
C: 0.907 5.345 2.783
C: 0.952 5.709 1.431
C: 0.372 4.907 0.477
C: -2.956 3.345 -0.403
C: -3.428 4.008 -1.546
C: -4.745 4.426 -1.586
C: -5.588 4.176 -0.507
C: -5.125 3.508 0.620
C: -3.810 3.084 0.677
P: 1.027 2.141 -1.754
C: 2.124 3.232 -2.615
C: 2.015 3.341 -4.007
C: 2.814 4.245 -4.685
C: 3.721 5.031 -3.983
C: 3.836 4.919 -2.603
C: 3.035 4.023 -1.914
C: 0.888 0.605 -2.630
C: -0.275 -0.166 -2.551
C: -0.323 -1.396 -3.181
C: 0.786 -1.865 -3.875
C: 1.950 -1.111 -3.938
C: 2.009 0.126 -3.317
H: -1.094 2.882 -2.595
H: -0.828 2.449 2.550
H: 0.242 3.913 4.235
H: 1.342 6.006 3.521
H: 1.418 6.641 1.138
H: 0.378 5.194 -0.566
H: -2.779 4.236 -2.382
H: -5.116 4.955 -2.453
H: -6.617 4.508 -0.548
H: -5.792 3.313 1.448
H: -3.455 2.548 1.550
H: 1.322 2.716 -4.559
H: 2.737 4.333 -5.760
H: 4.346 5.732 -4.518
H: 4.554 5.528 -2.071
H: 3.126 3.930 -0.837
H: -1.145 0.180 -2.006
H: -1.225 -1.991 -3.135
H: 0.738 -2.823 -4.375
H: 2.808 -1.481 -4.482
H: 2.913 0.717 -3.382

---

Entry 4:
C35H45ClN2O4PS4Yb as an isolated structure in a non-equilibrium geometry. Source: the Open Molecules 2025 dataset; level of theory: ωB97M-V/def2-TZVPD.

Values from the calculation:
- Gap between HOMO and LUMO (spin up / spin down): 8.48 / 7.22 eV
- Charge: +2
- Highest occupied orbital energy (spin up / spin down): -12.94 / -12.94 eV
- <S²>: 0.751
- Relative energy (zero: lowest compared OMol25 entry of this formula, charge and spin): 0.000 eV
- 2S+1: 2

Geometry (Å):
Yb: 12.810 9.247 11.450
C: 13.361 12.560 13.795
C: 11.855 12.435 13.712
S: 11.090 11.038 12.758
C: 10.183 12.087 11.564
C: 9.625 11.204 10.358
S: 11.023 10.580 9.358
C: 11.165 11.863 8.063
C: 11.631 13.228 8.487
S: 13.252 13.081 9.351
C: 13.018 14.517 10.533
C: 14.047 14.345 11.621
S: 14.371 12.746 12.315
H: 13.743 11.668 14.242
H: 13.578 13.426 14.429
H: 11.362 13.349 13.360
H: 11.535 12.294 14.774
H: 10.853 12.863 11.167
H: 9.389 12.515 12.132
H: 9.025 11.899 9.691
H: 9.052 10.331 10.734
H: 10.172 11.899 7.655
H: 11.789 11.406 7.233
H: 10.848 13.647 9.168
H: 11.617 13.851 7.604
H: 11.962 14.475 10.860
H: 13.189 15.477 10.020
H: 13.716 15.051 12.418
H: 15.045 14.744 11.355
O: 11.950 8.134 13.260
Cl: 14.999 8.787 13.538
O: 14.205 8.427 14.715
O: 14.719 7.742 12.505
O: 14.342 9.966 12.896
N: 13.390 6.744 10.280
C: 14.025 6.557 9.008
C: 13.983 5.274 8.404
C: 14.792 5.037 7.291
C: 15.531 6.061 6.737
C: 15.492 7.314 7.303
C: 14.778 7.627 8.451
P: 14.826 9.267 9.283
C: 14.875 10.407 7.802
C: 15.679 11.537 7.682
C: 15.712 12.271 6.508
C: 14.970 11.857 5.382
C: 14.039 10.833 5.535
C: 14.004 10.096 6.792
C: 16.477 9.171 10.120
C: 17.418 8.108 10.047
C: 18.497 8.087 10.943
C: 18.693 9.135 11.818
C: 17.762 10.171 11.887
C: 16.676 10.204 11.021
H: 14.115 6.638 10.998
H: 12.799 5.935 10.488
H: 13.366 4.514 8.867
H: 14.702 4.100 6.781
H: 16.163 5.938 5.817
H: 16.131 8.161 6.895
H: 16.281 11.892 8.530
H: 16.408 13.133 6.434
H: 15.034 12.401 4.450
H: 13.366 10.508 4.757
H: 13.306 9.302 6.864
H: 17.255 7.272 9.368
H: 19.282 7.327 10.853
H: 19.551 9.107 12.474
H: 17.855 11.035 12.526
H: 15.930 11.017 11.075
C: 9.979 5.609 9.156
N: 8.716 6.396 9.027
C: 7.473 5.548 9.369
C: 8.739 7.837 9.784
C: 9.098 7.718 11.216
C: 8.158 7.142 12.085
C: 8.542 6.908 13.395
C: 9.809 7.278 13.873
C: 10.646 7.815 12.929
C: 10.398 8.048 11.586
H: 9.999 4.917 8.256
H: 9.922 5.107 10.140
H: 10.829 6.290 9.136
H: 8.536 6.587 8.046
H: 7.632 5.084 10.331
H: 7.298 4.755 8.602
H: 6.557 6.142 9.470
H: 7.733 8.188 9.564
H: 9.466 8.365 9.212
H: 7.139 7.017 11.788
H: 7.820 6.498 14.042
H: 10.126 7.084 14.886
H: 12.315 7.844 14.129

---

Entry 5:
One molecule with the formula C5H7OP in a non-equilibrium geometry. Source: the Open Molecules 2025 dataset; level of theory: ωB97M-V/def2-TZVPD.

Values from the calculation:
- SMILES: CP1C[C@H]1C=C=O
- Gap between HOMO and LUMO: 9.10 eV
- Charge: 0
- Highest occupied orbital energy: -8.20 eV
- Relative energy (zero: lowest compared OMol25 entry of this formula, charge and spin): 1.943 eV
- 2S+1: 1

Geometry (Å):
C: -2.167 0.615 -0.729
P: -1.225 -0.977 -0.524
C: -0.494 -0.536 1.096
C: 0.486 -0.065 -0.001
C: 1.935 -0.585 0.016
C: 3.070 -0.002 -0.187
O: 4.037 0.497 -0.481
H: -1.643 1.246 -0.052
H: -3.295 0.553 -0.711
H: -1.947 0.934 -1.741
H: -0.294 -1.331 1.740
H: -1.076 0.219 1.587
H: 0.459 1.050 -0.124
H: 2.154 -1.618 0.112

---

| no. | electronic energy (eV) |
| --- | --- |
| 1 | -50574.550 |
| 2 | -13553.237 |
| 3 | -79755.653 |
| 4 | -144859.470 |
| 5 | -16632.009 |